(1)
2 unconnected molecules or ions with the total composition C4H11N2O in a non-equilibrium geometry, computed with ωB97M-V/def2-TZVPD.

Structure (XYZ):
```
18
Properties=species:S:1:pos:R:3:mulliken_charge:R:1
C -1.430 0.192 -1.202 -1.024
C -2.007 0.580 1.333 -1.213
C 3.112 -0.610 0.248 -0.728
C -1.413 -0.260 0.242 0.930
N -0.744 -1.299 0.551 -0.291
N 1.828 -0.364 -0.335 0.171
O 1.582 0.795 -0.615 -0.339
H -1.124 -0.661 -1.820 0.322
H -2.435 0.587 -1.600 0.375
H -0.690 1.007 -1.324 0.287
H -1.953 -0.114 2.178 0.341
H -3.002 0.906 1.131 0.355
H -1.522 1.469 1.732 0.334
H 2.967 -1.169 1.243 0.252
H 3.828 0.224 0.233 0.363
H 3.506 -1.578 -0.337 0.299
H -0.347 -1.905 -0.168 0.297
H -0.298 -1.456 1.483 0.270
```

Results
Gap between HOMO and LUMO ... 8.79 eV
Net charge ... +1
LUMO level ... -4.44 eV

***

(2)
2 unconnected molecules or ions with the total composition C3H12N2O in a non-equilibrium geometry, computed with ωB97M-V/def2-TZVPD.

Structure (XYZ):
```
18
Properties=species:S:1:pos:R:3:mulliken_charge:R:1
C -0.656 -0.934 -0.339 -0.417
C 0.704 -0.976 -0.998 -0.433
C 1.601 0.228 -0.648 -0.612
N 1.602 0.625 0.766 -0.619
N -1.373 -2.156 -0.626 -0.612
H -0.677 -0.589 0.699 0.300
H -1.250 -0.119 -0.763 0.256
H 1.272 -1.857 -0.700 0.282
H 0.596 -0.984 -2.081 0.266
H 1.355 1.168 -1.160 0.367
H 2.644 0.047 -0.903 0.264
H 1.431 -0.162 1.372 0.232
H 1.006 1.426 0.934 0.291
H -2.373 -2.016 -0.550 0.234
H -1.081 -2.897 -0.005 0.206
H -1.279 2.668 2.302 0.319
H -2.083 2.327 1.016 0.310
O -1.297 2.768 1.345 -0.634
```

Results
Gap between HOMO and LUMO ... 9.16 eV
Net charge ... 0
Structure (SMILES) ... NCCCN.O
LUMO level ... 0.60 eV

***

(3)
7 unconnected molecules or ions with the total composition C30H78N4O14 in a non-equilibrium geometry, computed with ωB97M-V/def2-TZVPD.

Structure (XYZ):
```
126
Properties=species:S:1:pos:R:3:mulliken_charge:R:1
C -0.106 0.508 6.113 -0.965
O -0.006 -0.142 4.833 0.490
C -0.316 -1.540 4.703 -0.679
C 0.739 -2.174 3.787 0.554
N 2.040 -2.317 4.485 -0.350
C 3.124 -1.807 3.659 -0.910
C 3.386 -0.274 3.694 0.317
O 3.635 0.070 5.017 -0.464
C 3.845 1.515 5.165 -0.511
H -0.962 0.175 6.618 0.392
H -0.067 1.586 5.956 0.076
H 0.767 0.180 6.700 0.271
H -1.278 -1.776 4.206 -0.153
H -0.391 -1.995 5.720 0.509
H 0.737 -1.520 2.918 -0.299
H 0.432 -3.153 3.495 -0.140
H 1.985 -1.883 5.344 0.379
H 2.926 -1.968 2.610 -0.041
H 4.023 -2.329 3.838 0.528
H 2.487 0.191 3.319 -0.502
H 4.297 -0.069 3.160 0.817
H 2.962 2.088 4.962 -0.012
H 4.682 1.791 4.536 0.358
H 4.069 1.662 6.222 0.263
C -3.893 -0.424 4.459 -0.801
O -3.035 0.663 4.251 -0.233
C -3.406 1.204 2.980 -0.806
C -2.307 2.166 2.505 -0.136
N -1.038 1.440 2.343 0.746
C 0.084 2.298 1.842 0.491
C 0.283 3.605 2.494 -1.082
O 0.534 3.401 3.857 0.021
C 0.952 4.600 4.473 -1.099
H -3.693 -1.224 3.742 0.255
H -4.922 -0.102 4.311 0.365
H -3.793 -0.834 5.507 0.221
H -4.418 1.612 3.062 0.539
H -3.402 0.389 2.192 0.177
H -2.290 3.046 3.262 0.321
H -2.590 2.443 1.523 -0.171
H -0.787 1.101 3.276 -0.445
H -0.040 2.461 0.755 -0.124
H 1.113 1.865 1.932 -0.200
H -0.536 4.328 2.418 0.051
H 1.081 4.078 1.983 0.782
H 0.276 5.435 4.300 0.305
H 1.879 4.853 4.035 0.425
H 1.030 4.468 5.514 0.286
C 2.905 -0.622 -0.154 -0.543
O 2.641 -1.593 -1.161 -0.340
C 2.587 -2.942 -0.675 0.113
C 1.985 -3.823 -1.787 -0.301
N 2.612 -3.650 -3.069 -0.263
C 2.203 -4.462 -4.193 -0.452
C 2.960 -4.114 -5.480 -0.771
O 2.810 -2.775 -5.846 -0.169
C 3.689 -2.361 -6.866 -0.817
H 3.861 -0.737 0.341 0.417
H 2.167 -0.524 0.708 -0.160
H 2.850 0.321 -0.691 0.350
H 1.961 -2.953 0.225 -0.138
H 3.577 -3.320 -0.350 0.471
H 0.934 -3.646 -1.885 -0.184
H 2.053 -4.861 -1.384 0.318
H 2.706 -2.713 -3.284 0.323
H 1.093 -4.380 -4.228 0.123
H 2.305 -5.525 -3.969 0.366
H 2.572 -4.703 -6.321 0.444
H 4.020 -4.342 -5.337 0.424
H 3.510 -1.342 -7.039 0.238
H 3.628 -3.010 -7.777 0.290
H 4.714 -2.482 -6.485 0.332
C -0.390 2.341 -6.730 -0.786
O 0.224 2.431 -5.450 -0.354
C -0.701 2.659 -4.432 0.015
C 0.091 3.249 -3.333 -0.874
N -0.839 3.591 -2.181 0.064
C -1.858 4.599 -2.520 -0.593
C -2.291 5.329 -1.298 -0.685
O -2.878 4.441 -0.353 -0.179
C -3.338 5.123 0.786 -0.803
H 0.367 2.243 -7.523 0.288
H -0.796 3.317 -6.976 0.364
H -1.196 1.584 -6.762 0.283
H -1.238 1.778 -4.147 0.255
H -1.460 3.421 -4.742 0.330
H 0.634 4.094 -3.758 0.382
H 0.826 2.555 -2.890 0.136
H -1.251 2.644 -1.972 -0.250
H -2.713 4.173 -3.038 0.342
H -1.425 5.370 -3.210 0.384
H -3.098 6.093 -1.592 0.396
H -1.401 5.814 -0.871 0.282
H -4.077 4.557 1.312 0.239
H -3.715 6.069 0.380 0.428
H -2.570 5.362 1.517 0.201
C -1.094 -1.456 -5.105 -0.329
C -0.691 -1.948 -3.740 1.085
O -1.864 -2.319 -2.946 -0.779
O -1.737 -2.445 -5.881 -0.623
H -0.201 -1.061 -5.637 0.364
H -1.891 -0.680 -4.912 0.139
H -0.167 -1.110 -3.329 0.025
H -0.007 -2.825 -3.888 -0.625
H -1.568 -2.975 -2.303 0.387
H -2.281 -2.976 -5.294 0.330
C -1.182 -4.752 0.239 0.266
C -1.846 -4.208 1.464 -0.476
O -2.276 -2.900 1.225 -0.646
O -2.011 -4.380 -0.904 -0.735
H -1.136 -5.848 0.284 0.441
H -0.159 -4.340 0.141 -0.361
H -1.168 -4.318 2.323 0.158
H -2.749 -4.772 1.644 0.386
H -1.530 -2.303 1.095 0.288
H -2.574 -3.613 -0.625 0.393
C -1.965 0.280 -0.693 0.343
C -0.585 -0.274 -0.479 0.470
O -0.517 -0.853 0.879 0.701
O -2.247 0.368 -2.081 -0.585
H -2.002 1.336 -0.329 -0.565
H -2.712 -0.303 -0.131 0.158
H 0.223 0.469 -0.596 -0.053
H -0.379 -1.161 -1.103 -0.265
H -0.760 -0.126 1.565 -0.033
H -2.267 -0.479 -2.473 0.394
```

Results
Gap between HOMO and LUMO ... 8.95 eV
Net charge ... 0
Structure (SMILES) ... COCCNCCOC.COCCNCCOC.COCCNCCOC.COCCNCCOC.OCCO.OCCO.OCCO
LUMO level ... 0.60 eV

***

(4)
A molecular structure, CBr2F2 in a non-equilibrium geometry, computed with ωB97M-V/def2-TZVPD.

Structure (XYZ):
```
5
Properties=species:S:1:pos:R:3:mulliken_charge:R:1
C -0.144 -0.129 -0.302 0.417
F 0.724 1.223 1.453 -0.624
F -0.019 0.788 -1.214 -0.060
Br 1.283 -1.252 -0.069 0.140
Br -1.844 -0.630 0.132 0.127
```

Results
Gap between HOMO and LUMO (spin up / spin down) ... 8.07 / 7.95 eV
Net charge ... 0
LUMO level (spin up / spin down) ... -2.12 / -2.14 eV

***

What are the molecular weight values for these records? In order: 103.1, 92.1, 719.0, 209.8 g/mol.
What are the energy relative to the best compared isomer or geometry (same formula, charge and spin) values for these records? In order: 4.381, 0.496, 0.045, 3.221 eV.